(1)
C25H18ClF6N7O10S2Y as an isolated structure. Source: OMol25; level of theory: the ωB97M-V functional and the def2-TZVPD basis.

Cartesian coordinates (Å):
Y 1.246 -0.248 -0.447
O 5.821 -0.523 3.634
C 5.000 0.442 4.042
O 5.249 1.133 4.988
C 3.730 0.619 3.274
C 2.658 1.400 3.690
Cl 2.434 2.318 5.084
N 1.691 1.322 2.754
N 2.081 0.541 1.734
C 3.304 0.118 2.036
C 3.892 -0.836 1.046
O 4.699 -1.702 1.441
O 3.429 -0.763 -0.127
C 0.372 1.888 2.808
C 0.164 3.178 2.348
C -1.108 3.723 2.443
C -2.142 2.984 3.004
C -1.917 1.692 3.460
C -0.652 1.134 3.361
H 5.471 -1.019 2.865
H 0.985 3.746 1.930
H -1.286 4.729 2.089
H -3.127 3.422 3.092
H -2.723 1.122 3.904
H -0.447 0.135 3.727
F -0.544 0.321 -4.655
C -0.255 1.497 -4.111
F -0.445 2.459 -4.989
F -1.053 1.688 -3.053
S 1.499 1.481 -3.542
O 1.498 0.335 -2.614
O 2.313 1.364 -4.692
N 1.662 2.859 -2.821
S 1.502 3.177 -1.307
O 1.006 2.031 -0.525
O 0.877 4.422 -1.046
C 3.244 3.292 -0.716
F 3.893 4.256 -1.330
F 3.844 2.121 -0.944
F 3.232 3.517 0.599
N -8.258 -4.015 -4.109
C -7.398 -3.463 -3.587
C -6.320 -2.772 -2.932
C -5.105 -2.603 -3.592
C -4.072 -1.930 -2.966
C -4.256 -1.448 -1.679
C -5.460 -1.613 -1.011
C -6.498 -2.273 -1.644
N -3.185 -0.755 -1.037
C -3.260 0.463 -0.391
C -1.998 0.761 0.000
N -1.149 -0.259 -0.384
C -1.902 -1.151 -1.005
H -4.982 -2.984 -4.596
H -3.136 -1.759 -3.483
H -5.579 -1.242 -0.002
H -7.444 -2.413 -1.140
H -4.186 1.004 -0.310
H -1.636 1.638 0.511
H -1.556 -2.071 -1.447
N 3.405 -4.019 0.972
C 2.600 -4.023 -0.283
C 1.622 -2.861 -0.235
O 1.364 -2.338 0.874
O 1.179 -2.409 -1.322
H 3.965 -4.864 1.071
H 2.776 -3.931 1.775
H 4.042 -3.175 1.022
H 2.063 -4.966 -0.370
H 3.265 -3.903 -1.133

Results
Maximum force in Eh/bohr: 0.0039
Total charge: +1

=====

(2)
C25H18F10HfN3O2 as an isolated structure. Source: OMol25; level of theory: the ωB97M-V functional and the def2-TZVPD basis.

Cartesian coordinates (Å):
Hf 0.153 0.529 0.056
C 1.113 3.623 0.241
N 0.783 2.457 1.099
C -0.404 2.756 1.928
C -1.579 2.979 0.982
N -1.394 2.059 -0.144
C -2.498 1.820 -0.938
C -3.689 2.544 -1.045
F -3.878 3.669 -0.341
C -4.708 2.150 -1.901
F -5.816 2.873 -1.960
C -4.590 1.024 -2.701
F -5.577 0.660 -3.510
C -3.418 0.287 -2.643
F -3.244 -0.800 -3.383
C -2.442 0.716 -1.776
F -1.247 -0.001 -1.708
C 1.982 2.042 1.855
C 3.005 1.547 0.839
N 2.271 0.864 -0.238
C 3.004 -0.058 -0.967
C 4.390 -0.146 -1.131
F 5.207 0.763 -0.586
C 4.970 -1.158 -1.883
F 6.289 -1.201 -1.999
C 4.201 -2.119 -2.524
F 4.775 -3.082 -3.233
C 2.822 -2.052 -2.412
F 2.034 -2.938 -3.003
C 2.299 -1.037 -1.648
F 0.913 -0.933 -1.532
H 1.398 4.462 0.881
H 0.255 3.892 -0.364
H 1.935 3.370 -0.420
H -0.223 3.618 2.575
H -0.584 1.889 2.574
H -1.627 4.022 0.663
H -2.504 2.770 1.523
H 1.689 1.234 2.531
H 2.368 2.869 2.458
H 3.683 0.857 1.345
H 3.614 2.371 0.463
C -3.395 -1.955 1.425
C -1.964 -1.610 1.161
O -1.696 -0.404 0.942
C -0.934 -2.620 1.181
C -1.266 -3.991 1.164
C -0.292 -4.953 1.223
C 1.048 -4.561 1.338
C 1.403 -3.232 1.383
C 0.422 -2.238 1.286
O 0.804 -0.961 1.299
H -3.970 -1.040 1.534
H -3.500 -2.581 2.310
H -3.789 -2.520 0.576
H -2.304 -4.285 1.085
H -0.553 -6.001 1.187
H 1.820 -5.317 1.396
H 2.435 -2.924 1.485

Results
Maximum force in Eh/bohr: 0.0054
Total charge: +1

=====

Looking at energy above the lowest of the compared OMol25 structures with the same formula, charge and spin for the records above, in order, we have 0.0; 14.0 kcal/mol.